[1]
DFT (ωB97M-V/def2-TZVPD) results for a cluster of 2 separate species, C2H8OS in total in a non-equilibrium geometry.

The LUMO energy is 0.610 eV. As for the SMILES: CCS.O. The calculation puts the gap between HOMO and LUMO at 9.6 eV.

```
! wB97M-V def2-TZVPD RIJCOSX def2/J DEFGRID3
* xyz 0 1
C -1.5656 -0.1973 0.4285
C -0.7003 -1.1927 -0.5342
S 1.0185 -1.3319 0.2795
H -1.1848 0.9104 0.3311
H -1.6369 -0.6123 1.3947
H -2.5566 -0.1065 0.1590
H -1.0721 -2.2107 -0.6114
H -0.5879 -0.8216 -1.5487
H 1.6154 -0.1167 0.2439
O 0.1723 3.2698 -0.4295
H 1.1016 3.2633 -0.8323
H 0.2422 3.1861 0.4627
*
```



[2]
DFT (ωB97M-V/def2-TZVPD) results for a structure of composition C20H28N5NiO10S.

The LUMO energy (spin up / spin down) is -2.831 / -2.834 eV. The calculation puts the gap between HOMO and LUMO (spin up / spin down) at 9.1 / 9.1 eV. As for the expectation value of S²: 2.00.

```
! wB97M-V def2-TZVPD RIJCOSX def2/J DEFGRID3
* xyz 1 3
Ni 0.1251 1.1677 -1.1998
O -3.9026 2.2389 -0.3768
C -2.7385 1.6971 -0.6762
O -1.6815 2.0809 -0.2161
C -2.8384 0.5723 -1.6832
O -1.6003 -0.0906 -1.6524
C -1.2964 -0.9470 -2.7822
C -0.0428 -0.4216 -3.5123
O 0.0576 -0.5793 -4.7082
O 0.8280 0.1271 -2.7301
H -3.7630 2.9756 0.2388
H -3.0554 1.0078 -2.6664
H -3.6674 -0.0919 -1.4194
H -2.1575 -1.0247 -3.4423
H -1.0717 -1.9304 -2.3668
C 3.1556 3.7531 0.7078
C 2.4731 3.0481 -0.4286
O 1.4886 2.3257 -0.2147
N 2.9591 3.2504 -1.6548
C 2.4223 2.5990 -2.8452
C 1.1084 3.1939 -3.2935
C 1.1059 4.1237 -4.3237
C -0.0831 4.6984 -4.7364
C -1.2444 4.3305 -4.0846
C -1.1573 3.4017 -3.0648
N -0.0231 2.8217 -2.6679
H 2.7949 3.3445 1.6462
H 2.9191 4.8172 0.6716
H 4.2375 3.6429 0.6486
H 3.7548 3.8589 -1.7515
H 2.3065 1.5286 -2.6759
H 3.1583 2.7190 -3.6373
H 2.0391 4.3832 -4.8025
H -0.1003 5.4146 -5.5455
H -2.2041 4.7451 -4.3556
H -2.0573 3.1168 -2.5408
C -2.7529 -4.5894 5.5598
C -2.0893 -3.9389 4.3561
S -0.5270 -4.7341 4.0286
O 0.3749 -4.4086 5.1022
O -0.7868 -6.0974 3.6668
C 0.1022 -3.9117 2.5638
C 0.8286 -2.6226 2.9109
N 1.0653 -1.8135 1.7121
C 0.2258 -0.8693 1.2307
N 0.7032 -0.3230 0.1217
C 1.8972 -0.9279 -0.1395
C 2.1274 -1.8534 0.8299
N 3.2401 -2.7616 0.8976
O 3.1871 -3.6760 1.6997
O 4.1456 -2.5477 0.1231
C -1.0638 -0.5027 1.8682
H -3.6926 -4.0824 5.7724
H -2.1149 -4.5160 6.4383
H -2.9587 -5.6390 5.3620
H -1.8780 -2.8842 4.5393
H -2.6946 -4.0417 3.4556
H -0.7289 -3.7519 1.8762
H 0.7848 -4.6327 2.1134
H 1.7840 -2.8502 3.3675
H 0.2697 -2.0090 3.6155
H 2.4901 -0.7090 -1.0087
H -1.0192 -0.5940 2.9515
H -1.8715 -1.1398 1.5029
H -1.2965 0.5287 1.6250
*
```



[3]
DFT (ωB97M-V/def2-TZVPD) results for a structure of composition C22H44CuN2O5 in a non-equilibrium geometry.

The LUMO energy (spin up / spin down) is -6.664 / -10.012 eV. The calculation puts the gap between HOMO and LUMO (spin up / spin down) at 7.0 / 3.7 eV. As for the expectation value of S²: 0.76.

```
! wB97M-V def2-TZVPD RIJCOSX def2/J DEFGRID3
* xyz 2 2
Cu -0.2262 1.9401 0.5089
C 5.5274 -0.9107 -0.1789
C 5.3200 0.3694 0.5981
C 5.2121 1.6054 -0.1313
O 3.9789 2.1922 0.2240
C 3.2696 1.4375 1.0337
O 2.0922 1.6258 1.3790
O 4.0931 0.3898 1.2841
H 5.3602 -0.7982 -1.2501
H 5.1031 -1.7492 0.3734
H 6.6031 -1.0677 -0.0989
H 6.0790 0.4723 1.3736
H 5.1765 1.4200 -1.2048
H 6.0955 2.2313 -0.0051
C 1.4600 -1.1714 -0.8206
C 1.1038 -0.5615 -2.2745
C 0.4839 -1.6462 -3.1762
C -0.3507 -1.2204 -4.3244
C -1.4066 -0.1989 -3.8845
C -0.6948 1.0677 -3.3180
N 0.2668 0.6561 -2.2062
O 0.9230 1.6861 -1.6418
C -0.0599 1.9053 -4.5147
C -1.7585 1.9782 -2.6945
C 2.5312 -0.2434 -2.9495
H 0.9525 -0.6536 -0.0067
H 2.4691 -1.1173 -0.4120
H 1.1738 -2.2160 -0.9433
H 1.2726 -2.3369 -3.4746
H -0.2202 -2.3257 -2.6959
H -0.7818 -2.0502 -4.8846
H 0.2561 -0.8835 -5.1649
H -2.2848 -0.4741 -3.3004
H -1.8914 0.1410 -4.7996
H 1.0130 1.7273 -4.4425
H -0.2415 1.6156 -5.5497
H -0.1583 2.9865 -4.4181
H -2.0914 1.6227 -1.7194
H -1.3600 2.9911 -2.6364
H -2.6451 1.9906 -3.3284
H 3.0865 -1.1687 -2.7957
H 3.0994 0.5604 -2.4815
H 2.5338 -0.0382 -4.0200
H 1.5547 1.8958 -2.3336
C -2.4901 -0.8166 0.2226
C -2.8802 -0.7435 1.7439
C -2.6501 -2.2401 2.3664
C -2.2043 -2.3059 3.8151
C -1.2530 -1.1534 4.0701
C -1.7088 0.2351 3.7539
N -2.0596 0.2955 2.3695
O -2.3800 1.6026 1.8979
C -2.7773 0.4533 4.7502
C -0.5834 1.1555 4.0304
C -4.4064 -0.3294 1.9421
H -3.0768 -1.6676 -0.1233
H -2.7076 0.1295 -0.2732
H -1.4175 -0.8844 0.0408
H -3.6190 -2.7372 2.3185
H -1.9768 -2.8825 1.7988
H -3.1173 -2.2084 4.4025
H -1.8071 -3.2857 4.0806
H -0.5032 -1.2555 3.2856
H -0.6560 -1.3161 4.9674
H -3.6219 -0.2348 4.7863
H -3.2419 1.4369 4.8188
H -2.3376 0.1985 5.7145
H 0.0790 0.8505 4.8405
H -0.9267 2.1674 4.2457
H 0.1574 0.9947 3.2472
H -4.6389 -0.0598 2.9723
H -4.7701 0.4306 1.2505
H -5.0524 -1.1933 1.7860
H -3.2921 1.6879 2.1850
*
```



[4]
DFT (ωB97M-V/def2-TZVPD) results for the molecule C5H8O.

The LUMO energy is 0.984 eV. As for the SMILES: O=C1CCCC1. The calculation puts the gap between HOMO and LUMO at 10.4 eV.

```
! wB97M-V def2-TZVPD RIJCOSX def2/J DEFGRID3
* xyz 0 1
O 0.1862 -2.5373 -0.2630
C 0.0453 -1.3484 -0.1029
C 0.5969 -0.5322 1.0595
C 0.6149 0.9140 0.5565
C -0.5135 1.0065 -0.5019
C -0.7176 -0.4173 -1.0436
H -0.1004 -0.6550 1.8997
H 1.5663 -0.9222 1.3817
H 0.4701 1.6408 1.3610
H 1.5855 1.1337 0.0972
H -0.2532 1.7151 -1.2936
H -1.4355 1.3749 -0.0401
H -1.7692 -0.7252 -1.0626
H -0.3336 -0.5580 -2.0593
*
```



[5]
DFT (ωB97M-V/def2-TZVPD) results for the molecule C5H8N2O2S in a non-equilibrium geometry.

The LUMO energy is 0.500 eV. As for the SMILES: CS(=O)(=O)NC1(C#N)CC1. The calculation puts the gap between HOMO and LUMO at 10.8 eV.

```
! wB97M-V def2-TZVPD RIJCOSX def2/J DEFGRID3
* xyz 0 1
C -2.0176 1.3525 -1.7181
S -1.3423 0.0689 -0.7940
O -1.8030 0.0267 0.5692
O -1.3993 -1.1251 -1.6179
N 0.3037 0.4395 -0.7317
C 1.0709 -0.0650 0.8187
C 1.2534 1.0993 1.5827
N 1.4330 1.9570 2.2977
C 0.5850 -1.4284 1.3729
C 1.9855 -1.1762 0.7541
H -2.1451 2.1909 -1.0533
H -1.3826 1.7579 -2.5753
H -2.8515 0.9547 -2.1864
H 1.1153 0.1291 -1.3674
H -0.2459 -1.7173 0.8529
H 0.4726 -1.5764 2.3661
H 2.6848 -1.2088 1.4981
H 2.2829 -1.6793 -0.0681
*
```



[6]
DFT (ωB97M-V/def2-TZVPD) results for a cluster of 2 separate species, CH4Cl2PS in total in a non-equilibrium geometry.

The LUMO energy is -7.140 eV. The calculation puts the gap between HOMO and LUMO at 7.0 eV.

```
! wB97M-V def2-TZVPD RIJCOSX def2/J DEFGRID3
* xyz 1 1
C -1.5659 0.2373 -0.0711
P -0.5675 -1.1708 0.5773
S 1.9491 0.3678 -0.1879
Cl -0.6800 -2.4030 -0.9412
Cl 3.9287 -0.0972 0.1770
H -0.9556 1.0898 -0.1973
H -2.0695 0.6796 0.7713
H -2.0991 0.0229 -0.9965
H 2.0599 1.2736 0.8684
*
```



[7]
DFT (ωB97M-V/def2-TZVPD) results for a structure of composition C19H12N3O4RuS5 in a non-equilibrium geometry.

The LUMO energy (spin up / spin down) is -0.916 / -1.992 eV. The calculation puts the gap between HOMO and LUMO (spin up / spin down) at 6.5 / 5.9 eV. As for the expectation value of S²: 0.77.

```
! wB97M-V def2-TZVPD RIJCOSX def2/J DEFGRID3
* xyz 0 2
Ru -0.6088 -0.7395 0.2140
N 0.3121 -2.2072 1.8293
C 1.6968 -2.0483 1.5762
C 2.6455 -1.9731 2.5521
C 4.0034 -1.7622 2.2192
C 4.3929 -1.6267 0.9197
C 3.4241 -1.6903 -0.1129
C 3.7249 -1.5307 -1.4837
C 2.7249 -1.6092 -2.4091
C 1.4032 -1.8109 -1.9691
N 1.0780 -1.9285 -0.7013
C 2.0791 -1.8992 0.2241
H 0.0716 -2.2557 2.8090
H -0.1264 -2.9445 1.2862
H 2.3566 -2.0592 3.5930
H 4.7391 -1.7284 3.0115
H 5.4292 -1.4544 0.6585
H 4.7485 -1.3425 -1.7850
H 2.9214 -1.4972 -3.4658
H 0.5925 -1.8877 -2.6826
S -2.4331 -2.7724 -6.3674
C -2.2375 -2.2361 -4.8434
S -2.4845 -3.2216 -3.4338
C -2.0551 -2.0302 -2.2291
C -1.6838 -0.7915 -2.7173
S -1.2417 0.5301 -1.7598
S -1.7273 -0.6200 -4.4567
S -2.1803 -2.4124 -0.5877
O 0.7834 0.7772 0.9719
C 0.3609 1.9358 1.0512
C -0.9970 2.3524 1.2475
C -1.2842 3.7168 1.1345
C -2.5747 4.1569 1.2199
C -3.6270 3.2547 1.4548
C -3.3665 1.9233 1.6071
C -2.0448 1.4090 1.5007
O -1.8129 0.1587 1.6711
N -2.8636 5.5747 1.0495
O -4.0301 5.9152 1.0245
O -1.9246 6.3402 0.9398
H 1.0976 2.7483 0.9580
H -0.4909 4.4328 0.9586
H -4.6350 3.6412 1.5140
H -4.1558 1.2120 1.8089
*
```



In eV, the calculated total energy values for the records above are, in order, -15085.4521; -100992.4007; -81362.8894; -7362.2119; -23220.9710; -46262.0903; -89314.8160.